Entry from the Open Molecules 2025 dataset: a cluster of 4 separate species, C20H41BBrNO10S in total (ωB97M-V/def2-TZVPD).

Structure (XYZ):
```
75
Properties=species:S:1:pos:R:3
C -1.864 0.444 -2.542
C -1.197 0.903 -1.238
C -0.096 1.941 -1.501
N 0.062 2.937 -0.441
C 0.792 2.526 0.730
C 2.141 1.852 0.515
C 3.047 2.528 -0.513
C 4.216 1.608 -0.862
Br 3.790 0.397 -2.320
O 1.058 3.711 1.532
S -0.248 4.161 2.322
O 0.162 4.483 3.649
O -1.035 5.078 1.567
O -0.960 2.731 2.290
C -0.142 1.735 1.686
O 0.582 1.086 2.671
B 0.671 -0.286 2.668
O 1.641 -0.820 3.483
O -0.127 -1.012 1.802
H -2.679 1.119 -2.818
H -2.278 -0.563 -2.464
H -1.125 0.446 -3.353
H -0.761 0.025 -0.741
H -1.934 1.325 -0.546
H 0.844 1.411 -1.720
H -0.357 2.498 -2.408
H 0.478 3.792 -0.787
H 2.657 1.856 1.480
H 1.974 0.799 0.242
H 3.467 3.446 -0.084
H 2.507 2.803 -1.424
H 4.442 0.973 -0.005
H 5.123 2.150 -1.123
H -0.823 1.069 1.155
H 1.540 -1.765 3.622
H -0.463 -1.842 2.156
C -2.693 -4.111 -1.366
C -1.188 -3.888 -1.525
C -0.846 -3.237 -0.194
O -1.747 -3.783 0.773
C -2.798 -4.488 0.107
H -3.094 -4.880 -2.024
H -3.231 -3.180 -1.557
H -0.672 -4.844 -1.631
H -0.925 -3.261 -2.376
H -0.979 -2.154 -0.232
H 0.176 -3.447 0.130
H -2.653 -5.564 0.251
H -3.750 -4.205 0.557
C 6.678 0.070 3.626
C 6.514 1.445 4.273
C 6.121 2.302 3.077
O 5.397 1.442 2.194
C 5.549 0.079 2.603
H 6.596 -0.757 4.329
H 7.646 0.000 3.126
H 5.704 1.423 5.005
H 7.414 1.806 4.768
H 7.005 2.686 2.556
H 5.483 3.144 3.344
H 4.608 -0.266 3.044
H 5.764 -0.528 1.721
C -7.017 -1.761 -2.563
C -6.771 -1.615 -4.064
C -5.731 -0.503 -4.096
O -4.967 -0.637 -2.896
C -5.616 -1.544 -2.005
H -7.436 -2.725 -2.279
H -7.691 -0.978 -2.212
H -6.353 -2.539 -4.470
H -7.667 -1.368 -4.633
H -6.208 0.483 -4.107
H -5.056 -0.569 -4.949
H -5.054 -2.484 -1.979
H -5.615 -1.112 -1.003
```

The value obtained for the LUMO energy is 0.006 hartree. The value obtained for the HOMO energy is -9.3 eV. The value obtained for the relative energy (zero: lowest compared OMol25 entry of this formula, charge and spin) is 8.0 kJ/mol. Its structure (SMILES) is CCCN[C@@]1(CCCBr)OS(=O)(=O)O[C@@H]1OB(O)O.C1CCOC1.C1CCOC1.C1CCOC1. For the HOMO-LUMO gap, the calculation gives 9.44 eV. Its energy is -124926.8187 eV.


Entry from the Open Molecules 2025 dataset: a cluster of 2 separate species, C20H41BN3O6 in total (ωB97M-V/def2-TZVPD).

Structure (XYZ):
```
71
Properties=species:S:1:pos:R:3
C 2.217 -0.533 0.640
C 1.778 -0.154 -0.425
N 1.329 0.062 -1.757
C -0.148 0.226 -1.882
C -0.708 1.672 -1.613
C -0.494 2.198 -0.124
C -1.541 3.399 0.139
N -1.636 4.267 -1.053
C -3.039 4.714 -1.340
C -0.783 5.449 -0.955
C -0.057 5.942 -2.286
O -0.605 6.113 0.051
C 2.088 1.054 -2.467
O 1.754 1.630 -3.472
O 3.386 1.319 -1.947
B 3.572 2.708 -1.707
O 2.565 3.624 -1.277
O 4.891 3.228 -1.867
C 5.435 3.618 -0.567
C 5.783 5.166 -0.519
H 2.706 -0.908 1.569
H -0.619 -0.514 -1.153
H -0.436 -0.158 -2.913
H -1.840 1.604 -1.752
H -0.380 2.446 -2.374
H -0.584 1.385 0.658
H 0.530 2.685 -0.066
H -1.173 3.916 1.073
H -2.526 2.905 0.423
H -3.820 4.054 -0.872
H -3.221 4.677 -2.464
H -3.133 5.779 -0.965
H 0.886 5.367 -2.502
H -0.750 5.755 -3.172
H 0.110 7.053 -2.231
H 2.570 3.550 -0.296
H 4.725 3.307 0.271
H 6.384 3.020 -0.399
H 4.985 5.777 0.015
H 6.803 5.389 -0.088
H 5.778 5.533 -1.593
C -0.565 -6.336 2.442
C -1.547 -5.690 1.481
N -2.265 -4.458 2.035
C -3.073 -4.895 3.254
C -3.314 -3.969 1.032
C -2.798 -3.449 -0.298
C -1.322 -3.346 2.525
C -0.275 -2.823 1.544
O 0.610 -3.849 1.138
C 1.140 -3.665 -0.174
H -1.060 -6.744 3.324
H -0.074 -7.172 1.940
H 0.218 -5.655 2.772
H -2.327 -6.412 1.223
H -1.054 -5.410 0.555
H -3.722 -5.719 2.960
H -3.665 -4.044 3.592
H -2.390 -5.200 4.045
H -3.894 -3.189 1.530
H -3.975 -4.819 0.850
H -2.497 -2.404 -0.225
H -3.611 -3.466 -1.027
H -1.979 -4.033 -0.716
H -0.815 -3.750 3.402
H -1.966 -2.526 2.851
H 0.320 -2.060 2.060
H -0.734 -2.326 0.691
H 1.082 -2.629 -0.510
H 0.589 -4.308 -0.867
H 2.184 -3.979 -0.172
```

The value obtained for the LUMO energy is -0.091 hartree. The value obtained for the HOMO energy is -10.9 eV. For the HOMO-LUMO gap, the calculation gives 8.41 eV. The net charge is +1. Its energy is -38828.9978 eV.


Entry from the Open Molecules 2025 dataset: a cluster of 3 separate species, C20H41BN3O7S in total (ωB97M-V/def2-TZVPD).

Structure (XYZ):
```
73
Properties=species:S:1:pos:R:3
C 0.092 -1.008 4.215
S -1.618 -1.453 3.807
O -1.632 -2.913 3.875
O -2.378 -0.710 4.814
B -1.970 -0.751 2.020
C -1.332 -1.672 0.802
C -0.139 -2.618 1.019
C 0.621 -2.904 -0.271
N -0.220 -3.635 -1.233
C -1.424 0.803 2.036
C 0.050 1.019 1.609
C 0.249 2.272 0.789
N 0.926 2.074 -0.482
O -0.156 3.370 1.112
C -3.580 -0.779 1.833
C -4.155 -0.060 0.767
C -5.510 -0.129 0.517
C -6.303 -0.917 1.338
C -5.671 -1.605 2.360
N -4.369 -1.546 2.598
H 0.070 -0.031 4.697
H 0.417 -1.774 4.920
H 0.738 -0.992 3.345
H -2.141 -2.276 0.374
H -1.052 -0.967 -0.001
H -0.505 -3.567 1.417
H 0.579 -2.224 1.737
H 1.499 -3.521 -0.053
H 0.993 -1.950 -0.682
H 0.331 -3.867 -2.053
H -0.954 -3.018 -1.567
H -1.559 1.227 3.037
H -2.056 1.426 1.394
H 0.432 0.173 1.038
H 0.678 1.140 2.498
H 1.915 2.275 -0.347
H 0.600 2.832 -1.082
H -3.513 0.544 0.135
H -5.954 0.425 -0.305
H -7.374 -1.002 1.195
H -6.252 -2.244 3.022
C -2.693 6.912 -1.863
O -2.278 7.093 -3.207
C -0.872 7.090 -3.370
C -0.353 5.750 -3.848
O -0.566 4.733 -2.890
C -1.681 3.904 -3.169
H -3.767 6.733 -1.880
H -2.195 6.060 -1.396
H -2.493 7.810 -1.269
H -0.378 7.357 -2.430
H -0.621 7.853 -4.114
H 0.726 5.831 -4.016
H -0.825 5.485 -4.801
H -1.455 3.215 -3.990
H -2.566 4.490 -3.426
H -1.886 3.323 -2.271
C 5.183 -2.641 0.962
O 4.236 -3.249 0.109
C 4.503 -3.083 -1.269
C 5.106 -4.327 -1.883
O 6.387 -4.625 -1.352
C 6.363 -5.620 -0.346
H 4.978 -2.994 1.972
H 6.207 -2.911 0.687
H 5.083 -1.550 0.945
H 5.166 -2.226 -1.433
H 3.550 -2.872 -1.766
H 5.223 -4.171 -2.960
H 4.427 -5.173 -1.734
H 6.169 -6.609 -0.776
H 5.606 -5.409 0.413
H 7.346 -5.629 0.123
```

The value obtained for the LUMO energy is 0.089 hartree. The value obtained for the HOMO energy is -5.1 eV. For the HOMO-LUMO gap, the calculation gives 7.49 eV. The net charge is -1. Its energy is -51718.9245 eV.


Which of these has the highest HOMO-LUMO gap? C20H41BBrNO10S